Record 1
Here is a molecular structure, C7H6GdO6S in a non-equilibrium geometry from the OMol25 dataset. Energies are from ωB97M-V/def2-TZVPD.

Structure (XYZ):
```
21
C7H6GdO6S | the OMol25 dataset | ωB97M-V/def2-TZVPD
C -0.9790 -1.8991 -1.6299
C 2.1889 -1.1018 -1.6350
C 0.1969 0.0785 -4.4334
C 1.3804 2.0708 -1.6385
C -0.8003 1.1456 2.6511
C 0.2589 -1.3789 2.5657
O 3.1528 -1.6753 -1.4794
H 0.4062 -2.3214 2.0057
O 0.2457 0.1726 0.5481
O 0.1962 0.0775 -5.6103
H -1.3604 1.9488 2.1375
H -0.2673 -1.5915 3.5556
H -1.3188 0.8715 3.6284
H 1.1788 -0.8488 2.6919
C -1.7887 1.2519 -1.6394
O -1.5559 -2.8741 -1.4720
H 0.2270 1.4095 2.7877
O -2.7580 1.8302 -1.4726
O 1.9485 3.0349 -1.4821
S -0.7461 -0.2823 1.6564
Gd 0.1942 0.0812 -1.7355
```

Calculated values
LUMO (alpha / beta) (Ha): -0.5270 / -0.5843
HOMO energy (alpha / beta) (eV): -21.9 / -21.4
Total charge: +3
2S+1: 8
Calculated total energy (eV): -51276.0849
HOMO-LUMO gap (alpha / beta) (eV): 7.53 / 5.54
Molar mass (g/mol): 375.4

Here are the Mulliken charges for atoms 1 to 8, given in e: number 1, C, carries 0.324; number 2, C, carries 0.297; number 3, C, carries 0.247; number 4, C, carries 0.298; number 5, C, carries -0.978; number 6, C, carries -0.952; number 7, O, carries 0.051; number 8, H, carries 0.344

---

Record 2
Here is a molecular structure, C7H6HgN3O in a non-equilibrium geometry from the OMol25 dataset. Energies are from ωB97M-V/def2-TZVPD.

Structure (XYZ):
```
18
C7H6HgN3O | the OMol25 dataset | ωB97M-V/def2-TZVPD
C -3.9233 1.3067 1.8801
H -4.7718 0.9255 1.2805
C 4.2923 -1.5698 -1.7743
N 4.8972 -2.3760 -1.1910
C 2.3700 -0.1490 -2.0864
Hg -0.5528 2.2658 -0.4869
H -3.4153 2.0806 1.2875
C 3.6054 -0.6154 -2.5043
H 0.0300 -0.6959 1.8564
C -1.0397 -0.9005 1.7575
C -1.7798 0.3872 1.4653
O -3.0441 0.2965 2.2096
H -1.3914 -1.4052 2.6715
N 1.3294 0.2378 -1.7586
H -1.1443 -1.6193 0.9285
N 4.7026 0.2106 -4.6519
H -4.3454 1.7684 2.7895
C 4.1810 -0.1479 -3.6730
```

Calculated values
LUMO (alpha / beta) (Ha): 0.2142 / 0.2132
HOMO energy (alpha / beta) (eV): 1.3 / 0.1
Total charge: -2
2S+1: 2
Calculated total energy (eV): -18044.6753
HOMO-LUMO gap (alpha / beta) (eV): 4.50 / 5.68
Molar mass (g/mol): 348.7

Here are the Mulliken charges for atoms 1 to 8, given in e: number 1, C, carries -0.528; number 2, H, carries 0.194; number 3, C, carries 0.284; number 4, N, carries -0.571; number 5, C, carries 0.122; number 6, Hg, carries -0.197; number 7, H, carries 0.180; number 8, C, carries -0.202

---

Record 3
Here is a molecular structure, C7H6N2O4Sn from the OMol25 dataset. Energies are from ωB97M-V/def2-TZVPD.

Structure (XYZ):
```
20
C7H6N2O4Sn | the OMol25 dataset | ωB97M-V/def2-TZVPD
H -3.1944 4.3999 0.2924
C 1.4526 -2.4559 -1.5057
N -1.7746 -0.6687 0.4042
C 1.7102 -0.1172 -0.0234
H 3.5170 -2.1706 -2.0210
O -1.7188 3.2081 1.0200
H -0.5874 -2.4849 -0.8158
H 3.7374 -0.0915 -0.7012
C 2.7931 -0.6182 -0.7316
O -0.3651 0.6628 1.5628
H 1.7836 0.7875 0.5610
O -3.8508 2.7931 1.3447
C 2.6682 -1.7834 -1.4726
H 1.3528 -3.3684 -2.0784
C 0.3631 -1.9712 -0.8040
N -0.6073 -0.2589 0.6613
C 0.5102 -0.8009 -0.0747
O -2.6870 -0.1043 1.1089
Sn -2.1601 1.5445 2.4112
C -2.9428 3.4982 0.8619
```

Calculated values
LUMO (Ha): 0.0007
HOMO energy (eV): -9.0
Calculated total energy (eV): -24356.2794
HOMO-LUMO gap (eV): 8.99
Molar mass (g/mol): 300.8
ΔE to the lowest compared entry with this formula, charge and spin (kJ/mol): 0.00

Here are the Mulliken charges for atoms 1 to 8, given in e: number 1, H, carries 0.405; number 2, C, carries -0.469; number 3, N, carries -0.125; number 4, C, carries -0.369; number 5, H, carries 0.376; number 6, O, carries -0.565; number 7, H, carries 0.446; number 8, H, carries 0.356

---

Record 4
Here is 2 unconnected molecules or ions with the total composition C7H6N2O5 in a non-equilibrium geometry from the OMol25 dataset. Energies are from ωB97M-V/def2-TZVPD.

Structure (XYZ):
```
20
C7H6N2O5 | the OMol25 dataset | ωB97M-V/def2-TZVPD
H 1.6492 -3.3792 0.2453
O -1.3560 4.2358 -0.2519
O -2.1278 1.3627 -0.1359
C -0.9639 -1.3913 0.2740
C 1.8190 -1.2758 -0.2817
C -0.1630 -2.4556 0.5272
C 1.2055 -2.4331 0.1763
C -0.4086 -0.1739 -0.2042
O -0.6020 4.5536 0.8826
C 0.1235 1.7485 -0.8321
O 3.1394 -1.2046 -0.5158
H -0.6250 -3.4186 0.8126
H -1.7850 3.3261 -0.2352
N -0.9537 1.0395 -0.3846
O -2.2918 -1.3816 0.4061
N 1.2070 1.1256 -0.9840
C 1.0319 -0.1233 -0.5063
H 3.5251 -2.0665 -0.4223
H -2.6332 -2.2049 0.8121
H 0.2095 4.1168 0.6179
```

Calculated values
LUMO (alpha / beta) (Ha): -0.0610 / -0.0914
HOMO energy (alpha / beta) (eV): -8.5 / -8.8
Calculated total energy (eV): -20564.9447
HOMO-LUMO gap (alpha / beta) (eV): 6.89 / 6.32
Molar mass (g/mol): 198.1
ΔE to the lowest compared entry with this formula, charge and spin (kJ/mol): 251.73

Here are the Mulliken charges for atoms 1 to 8, given in e: number 1, H, carries 0.341; number 2, O, carries -0.378; number 3, O, carries -0.705; number 4, C, carries 0.724; number 5, C, carries 0.327; number 6, C, carries -0.767; number 7, C, carries -0.759; number 8, C, carries 0.003

---

Record 5
Here is C7H6N4 in the gas phase in a non-equilibrium geometry from the OMol25 dataset. Energies are from ωB97M-V/def2-TZVPD.

Structure (XYZ):
```
17
C7H6N4 | the OMol25 dataset | ωB97M-V/def2-TZVPD
C -1.5502 1.2897 1.2917
H -1.1407 1.3738 2.4095
H -1.8936 0.8076 -1.8234
C 1.1553 -0.0767 1.1287
C 0.0805 -0.1004 0.1281
N -2.7072 2.0495 1.0963
N -1.9527 1.2572 -0.7474
C -1.1241 0.7621 0.2257
H -0.6678 -1.2184 -1.4726
H 3.5927 -2.0254 -0.3412
C 0.2579 -1.0165 -1.0107
H 1.2707 -2.3758 -1.8838
N -2.9100 2.1743 -0.1159
H 1.2306 0.8386 1.8685
C 2.5796 -1.4438 -0.3127
N 2.2904 -0.6672 0.7337
C 1.4888 -1.6286 -1.1744
```

Calculated values
LUMO (Ha): -0.0014
HOMO energy (eV): -9.1
Calculated total energy (eV): -13312.3247
HOMO-LUMO gap (eV): 9.02
Molar mass (g/mol): 146.2
ΔE to the lowest compared entry with this formula, charge and spin (kJ/mol): 363.64

Here are the Mulliken charges for atoms 1 to 8, given in e: number 1, C, carries -0.231; number 2, H, carries 0.256; number 3, H, carries 0.297; number 4, C, carries -0.255; number 5, C, carries 0.559; number 6, N, carries -0.198; number 7, N, carries -0.014; number 8, C, carries 0.298

---

Record 6
Here is C7H6N4O in the gas phase in a non-equilibrium geometry from the OMol25 dataset. Energies are from ωB97M-V/def2-TZVPD.

Structure (XYZ):
```
18
C7H6N4O | the OMol25 dataset | ωB97M-V/def2-TZVPD
N -3.1091 -0.4706 -1.2697
N -2.4547 -1.3203 -1.9909
C 2.2739 0.1837 0.6094
H 3.2775 -0.2595 0.2970
C 2.0642 0.9607 1.7273
H -2.8820 -2.0010 -2.6723
O -0.2397 -2.0870 -2.1897
H 1.4430 -0.9929 -1.0406
N -1.0284 -0.4300 -0.6944
H 0.6109 2.2156 2.7653
H -1.1647 1.6251 1.2372
C -0.2006 1.1609 1.0435
C 1.2400 -0.2183 -0.2367
N -2.3128 0.1205 -0.4823
C 0.8058 1.4459 2.0086
C -0.0269 0.1760 0.0713
C -1.1067 -1.4709 -1.6198
H 2.8104 1.3620 2.4368
```

Calculated values
LUMO (Ha): 0.0258
HOMO energy (eV): -9.0
Calculated total energy (eV): -15362.3898
HOMO-LUMO gap (eV): 9.67
Molar mass (g/mol): 162.2
ΔE to the lowest compared entry with this formula, charge and spin (kJ/mol): 196.65

Here are the Mulliken charges for atoms 1 to 8, given in e: number 1, N, carries -0.634; number 2, N, carries 0.176; number 3, C, carries -0.377; number 4, H, carries 0.255; number 5, C, carries -0.331; number 6, H, carries 0.305; number 7, O, carries -0.596; number 8, H, carries 0.312

---

Record 7
Here is C7H6N4O in the gas phase in a non-equilibrium geometry from the OMol25 dataset. Energies are from ωB97M-V/def2-TZVPD.

Structure (XYZ):
```
18
C7H6N4O | the OMol25 dataset | ωB97M-V/def2-TZVPD
H 1.0617 1.5420 2.5403
H -2.9972 -2.7715 -1.8097
O -3.1767 -1.8854 0.6636
C -2.2472 -1.6823 -0.2031
H 3.1162 2.5586 1.2837
C -1.0600 -0.8137 0.0475
H -1.2092 0.2879 1.9433
N 2.6563 1.7101 -0.5173
C 1.3144 1.4115 1.4662
C 1.7696 1.0138 -1.1703
N -0.0415 -0.7010 -0.8801
C 2.4365 1.8622 0.8558
N -2.1941 -2.2990 -1.3844
C -0.7563 0.0737 1.0623
N 0.3040 0.7268 0.7371
H 1.8460 0.7052 -2.2384
H -1.5077 -2.0669 -1.9182
C 0.6853 0.3281 -0.4782
```

Calculated values
LUMO (Ha): -0.0080
HOMO energy (eV): -9.3
Calculated total energy (eV): -15363.1424
HOMO-LUMO gap (eV): 9.10
Molar mass (g/mol): 162.2
ΔE to the lowest compared entry with this formula, charge and spin (kJ/mol): 124.04

Here are the Mulliken charges for atoms 1 to 8, given in e: number 1, H, carries 0.346; number 2, H, carries 0.258; number 3, O, carries -0.669; number 4, C, carries 0.047; number 5, H, carries 0.409; number 6, C, carries 0.538; number 7, H, carries 0.552; number 8, N, carries -0.544

---

Record 8
Here is C7H6N4O2 in the gas phase in a non-equilibrium geometry from the OMol25 dataset. Energies are from ωB97M-V/def2-TZVPD.

Structure (XYZ):
```
19
C7H6N4O2 | the OMol25 dataset | ωB97M-V/def2-TZVPD
C -1.4900 -0.0092 2.2537
N 0.5722 -0.8134 -2.9265
H 1.4075 -2.3710 -1.5801
C -0.4445 0.1477 1.1282
N 1.1110 -0.0976 -0.8721
H -0.9116 0.5169 -1.0737
N 1.7717 -0.0823 0.3692
H 1.0357 2.0627 -1.2712
O 1.4855 -0.3903 2.4606
H -1.3721 -0.1543 3.3028
C 0.9798 -0.2309 1.4241
C -2.6574 0.3885 1.6297
H 2.8702 -0.0218 0.4574
O -2.5038 0.3188 0.3135
C 0.8008 1.0952 -1.5280
N 0.4087 0.6715 -2.7272
H -3.6750 0.4779 2.0099
C -1.1897 0.2038 -0.0245
C 0.9585 -1.2095 -1.7069
```

Calculated values
LUMO (Ha): 0.0161
HOMO energy (eV): -9.4
Calculated total energy (eV): -17406.4254
HOMO-LUMO gap (eV): 9.79
Molar mass (g/mol): 178.2
ΔE to the lowest compared entry with this formula, charge and spin (kJ/mol): 331.32

Here are the Mulliken charges for atoms 1 to 8, given in e: number 1, C, carries -0.856; number 2, N, carries -0.357; number 3, H, carries 0.317; number 4, C, carries 0.578; number 5, N, carries 0.150; number 6, H, carries 0.444; number 7, N, carries -0.627; number 8, H, carries 0.455